Density functional theory data (ωB97M-V with the def2-TZVPD basis set) for ClMnNa as an isolated structure.

Calculated values
LUMO level (spin up / spin down) = -11.735 / -11.759 eV
Calculated total energy = -1772.8518 a.u.
Relative energy (zero: lowest compared OMol25 entry of this formula, charge and spin) = 0.00 kJ/mol
2S+1 = 6
Kohn-Sham gap (spin up / spin down) = 8.71 / 8.73 eV
Charge = +2
Highest occupied orbital energy (spin up / spin down) = -20.45 / -20.48 eV

The geometry in XYZ format:
```
3
Properties=species:S:1:pos:R:3:lowdin_spin:R:1
Mn 9.10447 8.39393 17.13794 4.901
Cl 10.48456 10.08448 18.11877 0.096
Na 12.25996 11.83820 18.36270 0.003
```